1.
DFT (ωB97M-V/def2-TZVPD) results for a molecular structure, C24H31BrN8O3PbS2.

```
70
Properties=species:S:1:pos:R:3:nbo_charge:R:1
Pb -0.077 -0.076 0.006 1.36
C -0.846 2.302 2.434 -0.24
C 0.648 2.352 2.161 -0.24
N 1.276 1.024 2.056 -0.69
C 1.417 0.253 3.302 -0.24
C 0.150 -0.425 3.821 -0.54
S -0.808 -1.328 2.561 0.21
C -2.467 -0.614 2.704 -0.55
C -2.756 0.774 2.072 -0.25
N -1.598 1.463 1.471 -0.70
H -1.227 3.326 2.423 0.23
H -1.041 1.928 3.436 0.21
H 1.118 2.959 2.943 0.22
H 0.827 2.864 1.211 0.22
H 2.214 1.171 1.696 0.39
H 1.813 0.876 4.112 0.22
H 2.166 -0.516 3.106 0.22
H -0.526 0.269 4.312 0.23
H 0.445 -1.152 4.577 0.26
H -2.724 -0.622 3.762 0.25
H -3.103 -1.367 2.236 0.26
H -3.212 1.413 2.832 0.22
H -3.504 0.646 1.290 0.22
H -1.945 2.063 0.729 0.40
C 2.891 -3.592 -3.814 -0.67
C 1.466 -3.556 -3.415 0.36
N 0.514 -4.268 -3.915 -0.21
N -0.602 -3.886 -3.232 -0.35
C -0.381 -2.950 -2.312 0.26
S -1.539 -2.285 -1.271 -0.31
N 0.958 -2.725 -2.423 -0.23
N 1.663 -1.810 -1.644 -0.65
H 3.007 -4.321 -4.612 0.28
H 3.527 -3.887 -2.978 0.24
H 3.224 -2.620 -4.179 0.24
H -1.492 -4.314 -3.435 0.45
H 2.161 -1.167 -2.253 0.39
H 2.319 -2.311 -1.051 0.40
C -2.775 1.283 -2.058 -0.26
O -1.397 1.542 -1.757 -0.56
C -0.744 2.443 -2.576 0.23
C -1.396 3.307 -3.433 -0.27
C -0.649 4.183 -4.215 -0.09
Br -1.541 5.357 -5.382 0.13
C 0.726 4.197 -4.144 -0.20
C 1.389 3.326 -3.277 -0.14
C 0.650 2.444 -2.489 0.33
O 1.253 1.567 -1.636 -0.78
C 2.848 3.291 -3.162 0.40
N 3.470 2.460 -2.349 -0.54
C 4.827 2.713 -2.501 0.08
C 5.934 2.131 -1.886 -0.21
C 7.180 2.598 -2.246 -0.20
C 7.334 3.621 -3.196 -0.19
C 6.248 4.208 -3.812 -0.23
C 4.995 3.730 -3.443 0.16
N 3.714 4.077 -3.844 -0.52
H -2.893 1.016 -3.108 0.21
H -3.395 2.147 -1.818 0.20
H -3.070 0.433 -1.446 0.20
H -2.473 3.316 -3.511 0.25
H 1.277 4.888 -4.767 0.23
H 2.270 1.733 -1.731 0.52
H 5.818 1.345 -1.151 0.22
H 8.062 2.172 -1.789 0.23
H 8.330 3.958 -3.448 0.24
H 6.371 4.996 -4.542 0.23
H 3.476 4.785 -4.516 0.43
O 2.160 -4.015 2.206 -0.44
C 2.219 -3.319 1.330 0.47
```

As for the energy relative to the best compared isomer or geometry (same formula, charge and spin): 0.260 eV. The total charge is +2. As for the HOMO energy: -12.86 eV. The largest force on an atom comes out at 0.004 hartree/bohr. As for the LUMO energy: -0.194 Ha.

=====

2.
DFT (ωB97M-V/def2-TZVPD) results for a single C24H31ClN2O4S molecule in a non-equilibrium geometry.

```
63
Properties=species:S:1:pos:R:3:nbo_charge:R:1
C 3.119 6.303 1.356 -0.63
C 2.022 5.396 0.890 0.02
C 2.084 4.801 -0.367 -0.24
C 1.062 3.982 -0.812 -0.10
C -0.028 3.758 0.007 -0.38
S -1.334 2.700 -0.598 2.32
O -1.750 3.150 -1.892 -0.94
O -2.343 2.578 0.424 -0.96
N -0.480 1.270 -0.814 -0.68
C -0.943 0.423 -1.888 -0.23
C -2.203 -0.383 -1.549 -0.52
C -1.898 -1.631 -0.743 0.70
O -2.019 -2.740 -1.240 -0.66
N -1.494 -1.456 0.536 -0.45
C -1.162 -2.640 1.315 -0.09
C 0.363 -2.701 1.565 -0.06
O 1.123 -2.295 0.454 -0.55
C 1.149 -3.218 -0.628 -0.10
C 1.645 -2.492 -1.848 -0.07
C 2.828 -1.765 -1.793 -0.13
C 3.278 -1.063 -2.896 -0.25
C 2.537 -1.095 -4.067 -0.04
Cl 3.093 -0.220 -5.451 0.00
C 1.355 -1.813 -4.141 -0.24
C 0.910 -2.504 -3.026 -0.19
C -1.979 -2.738 2.616 -0.21
C -3.463 -2.532 2.315 -0.61
C -1.772 -4.100 3.278 -0.61
C -1.252 -0.147 1.105 -0.26
C -0.108 0.616 0.417 -0.25
C -0.113 4.338 1.257 -0.17
C 0.914 5.156 1.696 -0.22
H 3.213 6.275 2.439 0.22
H 4.070 6.026 0.908 0.22
H 2.896 7.329 1.065 0.23
H 2.940 4.983 -1.000 0.22
H 1.089 3.515 -1.783 0.23
H -1.160 1.097 -2.717 0.24
H -0.126 -0.247 -2.174 0.22
H -2.907 0.264 -1.022 0.23
H -2.667 -0.720 -2.477 0.25
H -1.455 -3.482 0.678 0.25
H 0.643 -2.007 2.363 0.18
H 0.644 -3.718 1.867 0.18
H 0.152 -3.621 -0.829 0.21
H 1.822 -4.054 -0.375 0.18
H 3.392 -1.744 -0.873 0.21
H 4.195 -0.497 -2.852 0.23
H 0.784 -1.824 -5.056 0.23
H -0.023 -3.045 -3.068 0.24
H -1.650 -1.964 3.318 0.19
H -3.650 -1.534 1.928 0.21
H -4.052 -2.663 3.219 0.21
H -3.800 -3.254 1.575 0.21
H -2.414 -4.189 4.151 0.21
H -2.026 -4.900 2.586 0.21
H -0.743 -4.233 3.602 0.21
H -0.989 -0.286 2.153 0.22
H -2.154 0.470 1.063 0.24
H 0.248 1.403 1.086 0.21
H 0.713 -0.076 0.205 0.24
H -0.983 4.142 1.864 0.24
H 0.855 5.616 2.672 0.22
```

As for the energy relative to the best compared isomer or geometry (same formula, charge and spin): 0.146 eV. The total charge is 0. As for the HOMO energy: -8.97 eV. The largest force on an atom comes out at 0.022 hartree/bohr. As for the SMILES: Cc1ccc(S(=O)(=O)N2CCC(=O)N([C@@H](COCc3ccc(Cl)cc3)C(C)C)CC2)cc1. As for the LUMO energy: 0.021 Ha.

=====

| no. | gap between HOMO and LUMO (eV) |
| --- | --- |
| 1 | 7.57 |
| 2 | 9.54 |